Here is a structure of composition C47H47ClN10O11SbY from the OMol25 dataset. Energies are from ωB97M-V with the def2-TZVPD basis set.

Geometry (Å):
Y: 0.15740 2.69708 -0.23160
C: 0.39158 0.48005 3.66290
C: -0.85699 0.67386 4.23637
C: -1.93136 0.94110 3.41065
C: -1.71394 1.08639 2.04795
N: -0.50261 0.98044 1.49460
C: 0.51167 0.62089 2.29702
N: -2.89371 1.24206 1.26616
C: -2.90951 1.60506 -0.11820
N: -1.78348 1.75043 -0.97081
C: -2.16504 1.43342 -2.23629
N: -1.53713 1.50976 -3.36661
C: -0.29082 2.04274 -3.56487
C: 0.10415 2.17376 -4.91108
C: 1.30025 2.75940 -5.23123
C: 2.13080 3.21561 -4.20522
C: 1.70392 3.03316 -2.91668
N: 0.53917 2.44454 -2.58169
C: -3.57405 0.96504 -2.22776
C: -4.38814 0.50658 -3.24637
C: -5.69487 0.16935 -2.91643
C: -6.16520 0.29842 -1.60965
C: -5.33926 0.76542 -0.59329
C: -4.04298 1.08926 -0.93650
H: 1.25758 0.22809 4.25787
H: -0.99392 0.58749 5.30592
H: -2.93926 1.03952 3.78650
H: 1.45903 0.44866 1.80607
H: -0.58318 1.81810 -5.66452
H: 1.59102 2.87631 -6.26719
H: 3.07170 3.70567 -4.40673
H: 2.33039 3.35939 -2.09037
H: -4.01091 0.42371 -4.25679
H: -6.36358 -0.19515 -3.68533
H: -7.19020 0.03231 -1.38698
H: -5.69302 0.87284 0.42343
O: 5.84729 1.34658 1.89166
C: 5.64257 0.49638 0.90014
O: 6.44732 -0.34393 0.59119
C: 4.34293 0.61633 0.17353
C: 3.91775 -0.20545 -0.86172
Cl: 4.69422 -1.50643 -1.61498
N: 2.67394 0.17982 -1.22193
N: 2.26673 1.21390 -0.47026
C: 3.25690 1.48880 0.36746
C: 2.98668 2.63326 1.31724
O: 3.78775 2.90486 2.20273
O: 1.87464 3.20718 1.07184
C: 1.76210 -0.41405 -2.14943
C: 2.13702 -0.62299 -3.46482
C: 1.21485 -1.17184 -4.34336
C: -0.06429 -1.48711 -3.90852
C: -0.42787 -1.25294 -2.59000
C: 0.48649 -0.72033 -1.69642
H: 5.08485 1.97122 2.04045
H: 3.12844 -0.34833 -3.79797
H: 1.49447 -1.33723 -5.37520
H: -0.78476 -1.90165 -4.60084
H: -1.43209 -1.48018 -2.25394
H: 0.20652 -0.54823 -0.66448
O: -3.28157 9.74483 0.92614
N: -2.99938 8.75139 1.56538
O: -3.29885 8.56107 2.72685
C: -2.23936 7.70329 0.88331
C: -1.89420 7.88238 -0.45862
C: -1.17402 6.92378 -1.11663
C: -0.78407 5.70092 -0.48563
O: -0.15883 4.76218 -1.06600
C: -1.19337 5.57754 0.88316
C: -1.89570 6.56449 1.56342
N: -0.85007 4.34991 1.45089
O: -3.14048 2.64062 0.82259
O: -1.04184 4.17882 2.63314
N: -0.81544 7.18623 -2.51359
O: -1.55776 7.91371 -3.14692
O: 0.18449 6.66049 -2.95024
H: -2.19255 8.78122 -0.97867
H: -2.17721 6.42153 2.59744
C: -0.43151 -4.73720 -1.42086
C: 0.73643 -4.86531 -0.44119
C: 2.00707 -4.42789 -1.17610
C: 0.85132 -6.31748 0.00480
Sb: 0.43487 -3.34820 1.14347
C: 2.27898 -3.50215 2.36735
C: 3.25661 -2.51203 1.73380
C: 2.92325 -4.88196 2.44498
C: 1.96363 -3.02133 3.78197
C: -1.10088 -4.19806 2.48384
C: -1.44078 -3.10122 3.49684
C: -2.34000 -4.45891 1.63007
C: -0.70071 -5.47688 3.21298
H: -0.20712 -5.31914 -2.32268
H: -0.59206 -3.70272 -1.72924
H: -1.36404 -5.12236 -1.00899
H: 2.14883 -5.05762 -2.06220
H: 2.90129 -4.52629 -0.56007
H: 1.93982 -3.39087 -1.51939
H: 1.01534 -6.94934 -0.87683
H: -0.06638 -6.66525 0.48312
H: 1.67958 -6.48663 0.69052
H: 3.49161 -2.77100 0.70124
H: 4.20034 -2.49647 2.29133
H: 2.84968 -1.49712 1.74477
H: 3.28393 -5.22254 1.47496
H: 2.24009 -5.63458 2.84161
H: 3.79118 -4.83486 3.11350
H: 1.42453 -2.07233 3.77639
H: 2.90176 -2.86665 4.32806
H: 1.37347 -3.74718 4.34110
H: -1.63087 -2.14122 3.00758
H: -0.65063 -2.95484 4.23315
H: -2.35232 -3.37885 4.03891
H: -2.64791 -3.56684 1.07779
H: -3.17506 -4.75333 2.27629
H: -2.18059 -5.26831 0.91658
H: 0.22700 -5.35995 3.77246
H: -0.57564 -6.31503 2.52685
H: -1.48388 -5.75284 3.92966

Output
- LUMO energy: -1.68 eV
- Multiplicity: 1
- Highest occupied orbital energy: -8.30 eV

These are the Löwdin partial charges, in e, on atoms 1 to 5: 1.549 -0.036 -0.026 0.011 -0.285

Here is a structure of composition C58H58F6N8O3Ta at a distorted geometry from the OMol25 dataset. Energies are from ωB97M-V with the def2-TZVPD basis set.

Geometry (Å):
Ta: 0.08494 0.07138 -0.63943
C: -3.79571 1.51652 5.93454
C: -2.77341 0.39353 6.01685
N: -2.33611 -0.06480 4.68733
C: -1.33155 0.60670 4.08393
C: -0.80992 0.30488 2.86687
C: 0.35725 1.11107 2.38587
O: 0.88165 1.92088 3.12278
O: 0.75484 0.83798 1.17491
C: -1.33191 -0.81470 2.15138
O: -0.94662 -1.21398 1.04232
C: -2.39683 -1.56639 2.81677
C: -2.92399 -2.68824 2.17634
C: -3.95554 -3.37145 2.74567
F: -4.41611 -4.48177 2.14046
C: -4.54119 -2.95440 3.94676
C: -4.00662 -1.84849 4.58565
C: -2.91034 -1.16152 4.05020
N: -5.67791 -3.60254 4.51130
C: -6.52240 -4.47831 3.69935
C: -7.85306 -4.68401 4.46046
N: -7.96754 -3.58506 5.48167
C: -6.94858 -3.77801 6.57256
C: -5.60455 -4.08846 5.88570
H: -4.08797 1.83429 6.93731
H: -4.69030 1.19864 5.39279
H: -3.37559 2.37902 5.41433
H: -3.16579 -0.45685 6.56544
H: -1.88419 0.72165 6.55018
H: -0.90517 1.43859 4.63230
H: -2.49935 -3.01866 1.23364
H: -4.47624 -1.50351 5.49829
H: -6.07468 -5.45551 3.51259
H: -6.70648 -4.00627 2.73918
H: -7.88254 -5.62490 5.00340
H: -8.71117 -4.63648 3.79711
H: -8.90812 -3.50395 5.85870
H: -7.72167 -2.71603 5.00440
H: -7.28473 -4.59458 7.20606
H: -6.92102 -2.86135 7.15658
H: -5.41476 -5.16820 5.90334
H: -4.79251 -3.60835 6.41982
C: 4.34854 -1.70826 -4.52640
C: 3.28733 -1.77946 -3.42119
C: 2.42071 -3.03523 -3.59694
C: 3.91385 -1.74719 -2.02580
C: 4.87436 -2.70368 -1.72147
C: 5.45273 -2.77692 -0.46518
C: 5.06078 -1.89091 0.52145
C: 4.09221 -0.92346 0.27704
C: 3.70548 0.05011 1.37428
C: 4.90561 0.89804 1.81427
C: 3.08409 -0.68391 2.56300
C: 3.54291 -0.85665 -1.00119
N: 2.51937 0.11921 -1.28537
C: 2.82785 1.06421 -2.06470
C: 1.75736 1.99882 -2.53779
N: 0.55159 1.74877 -2.22542
C: -0.41036 2.80717 -2.53384
C: -0.51524 3.85017 -1.60430
C: -1.39711 4.88824 -1.88025
C: -2.16582 4.89312 -3.02909
C: -2.03006 3.86067 -3.93431
C: -1.14745 2.79865 -3.73398
C: -1.02245 1.88204 -4.96685
C: -0.79894 0.39170 -4.77289
C: 0.02603 2.42313 -5.95020
C: 0.27292 3.92771 -0.30266
C: 1.34214 5.02825 -0.34428
C: -0.66546 4.16861 0.88624
C: 2.42739 3.08692 -3.27995
C: 2.02851 4.26019 -3.86918
C: 3.00956 5.07975 -4.47869
C: 4.34299 4.75830 -4.46877
C: 4.79146 3.57544 -3.83057
C: 6.13765 3.15537 -3.66799
C: 6.43266 2.01608 -2.96420
C: 5.42447 1.20078 -2.39158
C: 4.11640 1.57063 -2.56307
C: 3.80985 2.76118 -3.26726
H: 3.87420 -1.49971 -5.48886
H: 4.88294 -2.65828 -4.61870
H: 5.08544 -0.92440 -4.33521
H: 2.62658 -0.92200 -3.54449
H: 2.97145 -3.93370 -3.30666
H: 2.11573 -3.14293 -4.64164
H: 1.51575 -2.98021 -2.99047
H: 5.16523 -3.41902 -2.48201
H: 6.19203 -3.53952 -0.25382
H: 5.51461 -1.94680 1.50363
H: 2.95742 0.73375 0.98214
H: 5.69111 0.27857 2.25744
H: 4.58903 1.63001 2.56146
H: 5.33925 1.43919 0.96838
H: 3.79341 -1.39291 2.99962
H: 2.19267 -1.23956 2.25919
H: 2.79828 0.03358 3.33627
H: -1.48565 5.70406 -1.17295
H: -2.86624 5.69821 -3.21812
H: -2.61164 3.87583 -4.85068
H: -1.98638 1.97822 -5.46705
H: 0.15652 0.16293 -4.29942
H: -0.80556 -0.09483 -5.75221
H: -1.58709 -0.04890 -4.17382
H: 1.03809 2.24196 -5.58476
H: -0.09199 3.49629 -6.12592
H: -0.07499 1.91082 -6.91105
H: 0.78213 2.98320 -0.11755
H: 0.90604 5.97929 -0.66112
H: 2.16121 4.79094 -1.02730
H: 1.76694 5.16516 0.65348
H: -1.03207 5.19869 0.89376
H: -0.13305 3.99100 1.81965
H: -1.52423 3.49418 0.84931
H: 0.99670 4.58289 -3.86082
H: 2.68955 5.99946 -4.95216
H: 5.06333 5.42248 -4.93575
H: 6.93834 3.75150 -4.09312
H: 7.46771 1.72524 -2.83608
H: 5.69977 0.31176 -1.83814
N: 0.96567 -1.77275 -0.51437
C: 1.08690 -2.92873 -0.40988
C: 1.21290 -4.28321 -0.29666
C: 0.06150 -5.02165 0.13369
N: -0.86015 -5.62000 0.48534
C: 2.46421 -4.94294 -0.52263
N: 3.46282 -5.48733 -0.71259
F: -0.64308 -1.87421 -2.69974
C: -1.20650 -0.93048 -1.86651
F: -1.32387 1.29930 -0.27392
C: -2.61827 -1.42272 -1.63079
F: -2.60787 -2.69019 -1.17054
F: -3.35052 -1.44697 -2.77071
F: -3.29668 -0.67050 -0.75174

Output
- Charge: +1
- LUMO energy: -3.17 eV
- Multiplicity: 1
- Highest occupied orbital energy: -8.84 eV

These are the Löwdin partial charges, in e, on atoms 1 to 5: 1.812 -0.059 -0.183 -0.020 0.051

Here is the ion C4H7N2 with charge +1 at a distorted geometry from the OMol25 dataset. Energies are from ωB97M-V with the def2-TZVPD basis set.

Geometry (Å):
C: 1.26310 0.75059 -0.18282
C: 0.46422 -1.19251 -0.26312
C: -1.38992 0.53509 -0.02127
C: 0.88079 -0.32708 0.78222
N: -2.16957 -0.42190 0.05025
N: -0.03622 0.16206 -0.18797
H: 1.35001 1.80573 0.16827
H: 1.95752 0.46609 -0.91432
H: 1.12341 -1.38579 -1.19148
H: -0.26457 -1.82776 0.06770
H: -1.56608 1.54464 -0.06555
H: 0.63904 -0.59629 1.83930
H: -3.18468 -0.08003 -0.08192

Output
- Charge: +1
- <S²>: 2.0060
- LUMO energy (alpha / beta): -2.71 / -8.20 eV
- Multiplicity: 3
- Highest occupied orbital energy (alpha / beta): -11.09 / -16.40 eV

These are the Löwdin partial charges, in e, on atoms 1 to 5: 0.055 0.000 -0.211 -0.060 0.249

ΔE to the lowest compared entry with this formula, charge and spin values (in eV) by entry order: 2.006 0.270 4.646.